[1]
C44H32CsF3IN6O2PS5 | the ωB97M-V functional and the def2-TZVPD basis

The energy above the lowest of the compared OMol25 structures with the same formula, charge and spin is 0.0 kcal/mol. Its charge is -2. The total energy is -5124.79535 Ha. The multiplicity is 1. Its HOMO energy is -2.08 eV.

Positions of all 95 atoms, in Å:
Cs: 0.94 -0.39 -0.67
N: 2.64 3.17 0.34
C: 1.43 3.76 0.11
N: 0.28 3.17 0.13
C: -0.75 4.07 -0.07
C: -0.38 5.36 -0.27
S: 1.33 5.50 -0.16
C: -2.16 3.61 -0.10
C: -3.23 4.40 -0.34
S: -4.68 3.48 -0.26
C: -3.72 2.07 0.11
N: -2.45 2.28 0.15
N: -4.32 0.88 0.44
H: 2.69 2.15 0.34
H: 3.45 3.63 -0.03
H: -1.00 6.22 -0.45
H: -3.25 5.46 -0.57
H: -5.22 0.68 0.02
H: -3.70 0.09 0.48
I: -2.57 -2.53 -0.63
C: -1.66 -4.40 -0.27
C: -2.45 -5.51 -0.24
C: -1.85 -6.77 -0.03
C: -0.49 -6.86 0.09
C: 0.34 -5.71 0.04
C: 1.75 -5.79 0.12
C: 2.50 -4.64 0.12
C: 1.88 -3.37 0.09
C: 0.51 -3.19 -0.03
C: -0.25 -4.41 -0.09
H: -3.52 -5.43 -0.38
H: -2.47 -7.66 0.01
H: -0.02 -7.83 0.23
H: 2.22 -6.77 0.17
H: 3.58 -4.72 0.17
H: 2.54 -2.50 0.17
C: 1.70 1.83 7.24
C: 2.39 1.89 6.05
C: 1.86 1.31 4.90
C: 0.62 0.67 4.94
C: -0.07 0.61 6.15
C: 0.46 1.19 7.30
P: -0.02 -0.06 3.37
C: -0.18 -1.83 3.82
C: 0.56 -2.41 4.85
C: 0.55 -3.78 5.05
C: -0.21 -4.60 4.22
C: -0.94 -4.04 3.18
C: -0.91 -2.66 2.98
C: -1.75 0.58 3.49
C: -2.85 -0.12 3.98
C: -4.10 0.49 4.05
C: -4.26 1.81 3.65
C: -3.17 2.52 3.16
C: -1.93 1.90 3.07
H: 2.11 2.28 8.14
H: 3.36 2.39 6.00
H: 2.40 1.36 3.96
H: -1.03 0.12 6.19
H: -0.09 1.14 8.23
H: 1.17 -1.78 5.50
H: 1.14 -4.22 5.85
H: -0.20 -5.68 4.36
H: -1.50 -4.67 2.50
H: -1.45 -2.24 2.13
H: -2.74 -1.15 4.30
H: -4.95 -0.07 4.42
H: -5.24 2.28 3.68
H: -3.29 3.54 2.82
H: -1.09 2.44 2.65
F: 6.39 0.35 -1.07
C: 5.05 0.43 -1.14
F: 4.75 1.72 -1.46
F: 4.64 -0.34 -2.16
C: 4.35 0.00 0.18
O: 5.03 -0.65 0.96
O: 3.14 0.40 0.23
S: 2.07 0.43 -8.77
C: 1.44 0.71 -7.23
S: 0.85 -0.59 -6.27
C: 0.31 0.50 -4.97
N: 0.62 1.73 -5.27
N: 1.26 1.85 -6.52
C: 1.58 3.20 -6.88
C: 2.50 3.54 -7.87
C: 2.75 4.88 -8.16
C: 2.11 5.90 -7.47
C: 1.20 5.56 -6.47
C: 0.94 4.23 -6.17
S: -0.47 -0.09 -3.58
H: 3.02 2.77 -8.40
H: 3.48 5.11 -8.93
H: 2.31 6.94 -7.71
H: 0.70 6.33 -5.91
H: 0.25 3.97 -5.39

Mulliken atomic charge list, values in e, 4 entries:
1 Cs 1.53
2 N -0.33
3 C 0.36
4 N -0.02

[2]
C2H3Ga | the ωB97M-V functional and the def2-TZVPD basis

Its charge is +2. The total energy is -2001.75302 Ha. The multiplicity is 1. Its HOMO energy (alpha / beta) is -22.53 / -22.66 eV.

Positions of all 6 atoms, in Å:
C: -0.43 0.17 -0.62
H: -1.23 0.85 -0.34
C: 0.79 0.02 -0.75
H: 1.65 -0.52 -1.14
H: -1.29 -0.44 1.21
Ga: 0.51 -0.07 1.64

natural (NBO) atomic charge list, values in e, 4 entries:
1 C -0.10
2 H 0.32
3 C -0.25
4 H 0.35

[3]
C5H9NO | the ωB97M-V functional and the def2-TZVPD basis

The energy above the lowest of the compared OMol25 structures with the same formula, charge and spin is 69.6 kcal/mol. Its charge is 0. The total energy is -325.82669 Ha. The multiplicity is 1. Its HOMO energy is -9.13 eV.

Positions of all 16 atoms, in Å:
C: -0.43 -0.79 1.68
C: -1.62 -0.10 0.97
C: -0.91 -0.06 -0.36
C: -0.40 1.20 -0.97
C: 1.75 -1.30 0.46
N: 0.46 -0.71 0.67
O: -0.26 -1.23 2.83
H: -2.59 -0.73 1.08
H: -1.88 0.94 1.37
H: -1.01 -0.88 -1.05
H: -0.38 2.01 -0.17
H: -1.09 1.47 -1.64
H: 0.65 1.02 -1.45
H: 2.05 -0.86 -0.57
H: 2.65 -1.06 1.22
H: 1.91 -2.41 0.20

natural (NBO) atomic charge list, values in e, 4 entries:
1 C 0.67
2 C -0.54
3 C 0.07
4 C -0.63

[4]
C20H30N4O4 | the ωB97M-V functional and the def2-TZVPD basis

The energy above the lowest of the compared OMol25 structures with the same formula, charge and spin is 64.3 kcal/mol. Its charge is 0. The total energy is -1300.06582 Ha. Its SMILES is COc1ccc(N)c(C(=O)NCCC2(O)CN(C(=O)C3(N(C)C)CCC3)C2)c1. The multiplicity is 1. Its HOMO energy is -7.58 eV.

Positions of all 58 atoms, in Å:
C: -3.11 -2.64 -6.63
O: -2.45 -2.32 -5.42
C: -1.15 -1.91 -5.52
C: -0.43 -1.80 -6.70
C: 0.88 -1.36 -6.68
C: 1.52 -1.02 -5.49
N: 2.85 -0.62 -5.50
C: 0.80 -1.15 -4.29
C: 1.44 -0.82 -2.98
O: 2.32 0.03 -2.88
N: 0.98 -1.49 -1.90
C: 1.54 -1.28 -0.58
C: 0.57 -1.74 0.49
C: 1.06 -1.46 1.89
O: 2.28 -2.14 2.06
C: 1.04 0.05 2.28
N: -0.15 -0.24 3.08
C: -0.98 0.46 3.88
O: -1.82 -0.10 4.56
C: -0.83 1.99 3.81
N: 0.56 2.31 4.14
C: 0.84 1.96 5.52
C: 0.96 3.67 3.86
C: -1.43 2.48 2.47
C: -2.78 2.67 3.21
C: -2.00 2.67 4.55
C: -0.02 -1.69 2.98
C: -0.52 -1.59 -4.33
H: -4.12 -2.93 -6.36
H: -3.15 -1.78 -7.30
H: -2.62 -3.47 -7.15
H: -0.88 -2.05 -7.65
H: 1.43 -1.28 -7.61
H: 3.13 -0.07 -4.71
H: 3.19 -0.29 -6.39
H: 0.41 -2.30 -2.05
H: 2.50 -1.80 -0.48
H: 1.75 -0.21 -0.48
H: -0.39 -1.24 0.36
H: 0.39 -2.82 0.40
H: 2.62 -1.97 2.95
H: 1.89 0.36 2.88
H: 0.89 0.77 1.47
H: 1.90 2.12 5.72
H: 0.27 2.57 6.24
H: 0.61 0.92 5.71
H: 2.00 3.80 4.16
H: 0.90 3.89 2.79
H: 0.36 4.43 4.40
H: -1.02 3.45 2.17
H: -1.40 1.80 1.62
H: -3.36 3.55 2.96
H: -3.41 1.79 3.13
H: -2.43 2.13 5.39
H: -1.73 3.69 4.84
H: -0.93 -2.21 2.67
H: 0.36 -2.15 3.89
H: -1.11 -1.65 -3.42

natural (NBO) atomic charge list, values in e, 4 entries:
1 C -0.25
2 O -0.50
3 C 0.26
4 C -0.27

[5]
C4H8N2O2 | the ωB97M-V functional and the def2-TZVPD basis

The energy above the lowest of the compared OMol25 structures with the same formula, charge and spin is 136.3 kcal/mol. Its charge is 0. The total energy is -417.03876 Ha. The multiplicity is 1. Its HOMO energy (alpha / beta) is -9.74 / -8.41 eV.

Positions of all 16 atoms, in Å:
C: 0.84 1.15 -0.17
N: 1.49 -0.79 -1.33
O: 1.91 1.33 0.64
O: 0.57 1.85 -1.11
H: 2.49 1.98 0.21
H: 1.35 -1.80 -1.25
H: 1.07 -0.56 -2.24
C: -0.20 0.18 0.55
C: -1.43 -1.68 -0.11
C: -1.21 0.98 1.19
N: -0.79 -0.65 -0.51
H: 0.38 -0.40 1.27
H: -1.58 -1.95 0.93
H: -1.81 -2.37 -0.87
H: -1.91 1.53 0.57
H: -1.17 1.20 2.24

natural (NBO) atomic charge list, values in e, 4 entries:
1 C 0.84
2 N -0.62
3 O -0.70
4 O -0.61

[6]
C27H37BF9NO19PS | the ωB97M-V functional and the def2-TZVPD basis

Its charge is -1. The total energy is -4198.62247 Ha. The multiplicity is 1. Its HOMO energy is -4.85 eV.

Positions of all 96 atoms, in Å:
C: 3.11 -3.95 0.42
C: 2.23 -2.69 0.29
P: 3.09 -1.32 1.17
C: 3.41 -2.02 2.85
C: 1.76 0.01 1.33
C: 2.35 1.45 1.24
F: 3.29 1.45 0.26
F: 1.41 2.36 0.86
C: 3.07 2.02 2.52
F: 3.27 1.03 3.43
F: 4.30 2.48 2.18
C: 2.39 3.22 3.25
F: 2.23 4.28 2.43
F: 3.27 3.60 4.23
C: 1.05 2.99 4.00
F: 0.77 4.15 4.63
F: 0.06 2.71 3.20
F: 1.19 2.06 4.94
O: 1.08 -0.11 0.11
B: -0.42 -0.27 0.29
C: -1.21 0.84 -0.60
C: -2.75 0.63 -0.59
C: -3.44 1.42 0.54
S: -4.56 0.43 1.58
O: -0.54 0.13 1.77
C: 0.62 -0.16 2.38
O: 0.66 -1.60 2.75
N: -0.35 -1.83 3.66
O: -0.61 -2.98 3.73
H: 3.08 -4.53 -0.50
H: 2.77 -4.60 1.24
H: 4.16 -3.70 0.62
H: 2.14 -2.42 -0.75
H: 1.25 -2.84 0.74
H: 2.89 -2.98 2.97
H: 3.04 -1.37 3.64
H: 4.48 -2.21 2.98
H: -0.83 -1.39 0.05
H: -0.84 0.84 -1.63
H: -1.01 1.84 -0.19
H: -3.15 0.97 -1.56
H: -2.95 -0.44 -0.49
H: -2.68 1.86 1.20
H: -4.02 2.24 0.12
H: -4.08 -0.77 1.28
H: 0.75 0.36 3.32
C: -3.51 -2.26 -4.37
C: -4.72 -3.17 -4.20
O: -4.68 -3.47 -2.80
C: -4.00 -2.48 -2.17
O: -3.93 -2.36 -0.99
O: -3.41 -1.66 -3.08
H: -3.65 -1.50 -5.13
H: -2.59 -2.82 -4.57
H: -5.66 -2.67 -4.42
H: -4.65 -4.08 -4.78
C: 0.86 -4.29 -5.19
C: 1.99 -5.26 -4.88
O: 2.18 -5.06 -3.48
C: 1.03 -4.56 -2.95
O: 0.83 -4.43 -1.80
O: 0.17 -4.22 -3.95
H: 0.19 -4.64 -5.97
H: 1.23 -3.30 -5.45
H: 1.70 -6.30 -5.05
H: 2.90 -5.05 -5.42
C: -8.35 -6.81 -2.87
C: -7.73 -6.01 -1.74
O: -7.16 -4.90 -2.43
C: -7.82 -4.74 -3.60
O: -7.69 -3.81 -4.33
O: -8.64 -5.79 -3.83
H: -9.27 -7.33 -2.59
H: -7.65 -7.52 -3.32
H: -8.48 -5.64 -1.04
H: -6.96 -6.55 -1.20
C: 5.10 6.26 0.15
C: 4.36 4.94 -0.02
O: 4.72 4.57 -1.36
C: 5.89 5.18 -1.67
O: 6.54 4.95 -2.64
O: 6.22 6.09 -0.72
H: 5.43 6.44 1.17
H: 4.51 7.11 -0.19
H: 4.71 4.18 0.67
H: 3.28 5.04 0.06
C: 1.35 7.05 3.85
C: 2.75 7.05 4.44
O: 3.26 8.31 3.99
C: 2.22 9.14 3.75
O: 2.32 10.30 3.53
O: 1.05 8.45 3.79
H: 0.62 6.54 4.47
H: 1.31 6.64 2.84
H: 2.74 7.03 5.53
H: 3.37 6.23 4.07

Mulliken atomic charge list, values in e, 4 entries:
1 C -1.28
2 C 0.18
3 P -0.65
4 C -1.08

[7]
C16H30F3NO4P2PdS | the ωB97M-V functional and the def2-TZVPD basis

Its charge is 0. The total energy is -2491.47980 Ha. The multiplicity is 5. Its HOMO energy (alpha / beta) is -3.59 / -7.66 eV.

Positions of all 58 atoms, in Å:
Pd: -0.06 -0.38 -0.18
P: 2.27 -0.49 -0.30
P: -2.45 -0.02 0.07
N: -0.39 0.37 -1.79
H: 0.59 -0.98 0.98
C: 2.81 -1.77 -1.47
H: 3.90 -1.82 -1.50
H: 2.43 -1.51 -2.47
H: 2.41 -2.75 -1.19
C: 3.23 -0.61 1.23
H: 4.27 -0.89 1.02
H: 2.77 -1.37 1.88
H: 3.18 0.35 1.75
C: 2.72 1.11 -1.05
H: 3.80 1.26 -1.03
H: 2.23 1.91 -0.49
H: 2.37 1.14 -2.09
C: -3.41 -1.15 -1.00
H: -4.47 -0.85 -0.99
H: -3.32 -2.18 -0.62
H: -3.02 -1.11 -2.02
C: -3.26 -0.12 1.69
H: -4.30 0.18 1.53
H: -2.75 0.53 2.41
H: -3.23 -1.16 2.03
C: -2.82 1.68 -0.49
H: -3.86 1.92 -0.24
H: -2.67 1.75 -1.57
H: -2.15 2.37 0.02
C: -0.19 1.38 -2.60
C: -0.11 1.82 -4.95
C: -0.14 0.90 -3.94
C: -0.09 2.76 -2.29
C: -0.06 3.64 -3.36
C: -0.10 3.20 -4.69
H: -0.09 1.46 -5.97
H: -0.17 -0.17 -4.09
H: -0.05 3.09 -1.26
H: -0.02 4.70 -3.17
H: -0.11 3.91 -5.51
C: -0.98 -3.34 1.56
O: -1.97 -3.01 0.88
C: 0.27 -3.95 0.96
H: 0.50 -4.70 1.70
H: 1.20 -3.36 0.84
H: 0.09 -4.39 0.00
C: -0.68 -2.66 2.89
H: -1.30 -3.25 3.54
H: -0.90 -1.60 3.07
H: 0.35 -2.77 3.25
F: 1.09 1.18 5.47
C: 1.55 1.08 4.21
F: 2.73 1.73 4.12
F: 1.79 -0.25 3.95
S: 0.30 1.74 2.98
O: -0.82 0.83 3.23
O: 0.10 3.11 3.39
O: 0.94 1.55 1.66

Mulliken atomic charge list, values in e, 4 entries:
1 Pd -0.21
2 P 1.10
3 P 1.44
4 N -0.72

[8]
C14H41BBaN3O5 | the ωB97M-V functional and the def2-TZVPD basis

The energy above the lowest of the compared OMol25 structures with the same formula, charge and spin is 0.0 kcal/mol. Its charge is -1. The total energy is -1148.73222 Ha. The multiplicity is 1. Its HOMO energy is -1.02 eV.

Positions of all 65 atoms, in Å:
Ba: -0.08 -0.12 -0.45
O: 4.97 1.61 -2.31
C: 3.79 2.11 -2.73
C: 2.53 1.32 -2.35
O: 2.42 0.93 -1.04
H: 3.78 2.23 -3.85
H: 3.62 3.16 -2.33
H: 2.45 0.44 -3.05
H: 1.68 2.00 -2.69
B: -1.42 -0.81 -2.83
H: -0.34 -0.52 -3.24
H: -1.90 0.02 -2.14
H: -2.11 -1.16 -3.77
H: -1.26 -1.76 -2.13
C: -4.29 -0.22 2.34
C: -2.96 -0.62 1.71
C: -3.01 -2.03 1.14
O: -1.75 -2.31 0.58
C: -1.58 -3.62 0.08
N: -2.55 0.38 0.69
H: -4.23 0.72 2.88
H: -4.57 -0.94 3.13
H: -5.12 -0.19 1.63
H: -2.26 -0.64 2.55
H: -3.85 -2.16 0.45
H: -3.16 -2.70 2.00
H: -1.87 -4.37 0.83
H: -0.51 -3.75 -0.08
H: -2.11 -3.77 -0.86
H: -2.93 1.28 0.95
H: -3.09 0.11 -0.13
C: 0.88 4.52 1.57
C: 0.12 3.31 1.06
C: -0.33 3.60 -0.35
O: -0.94 2.50 -1.01
C: -1.24 2.84 -2.36
N: 0.90 2.06 1.17
H: 0.25 5.38 1.79
H: 1.66 4.85 0.88
H: 1.40 4.25 2.49
H: -0.78 3.21 1.70
H: 0.56 3.87 -0.94
H: -1.02 4.45 -0.36
H: -2.17 3.42 -2.41
H: -1.37 1.94 -2.95
H: -0.41 3.40 -2.81
H: 1.69 2.14 0.49
H: 1.30 2.07 2.10
C: 2.42 -2.65 2.95
C: 1.95 -1.93 1.70
C: 2.10 -2.79 0.43
O: 1.66 -2.12 -0.71
C: 1.73 -2.86 -1.91
N: 0.56 -1.44 1.92
H: 3.37 -3.17 2.81
H: 1.68 -3.35 3.35
H: 2.61 -1.94 3.76
H: 2.60 -1.06 1.53
H: 1.71 -3.80 0.59
H: 3.19 -2.91 0.37
H: 1.03 -3.71 -1.90
H: 2.74 -3.21 -2.12
H: 1.37 -2.27 -2.75
H: 0.46 -0.95 2.81
H: 0.01 -2.27 2.11

Mulliken atomic charge list, values in e, 4 entries:
1 Ba 0.15
2 O -0.93
3 C -0.65
4 C 0.77

[9]
C4HF3INOS | the ωB97M-V functional and the def2-TZVPD basis

Its charge is 0. The total energy is -1278.32274 Ha. The multiplicity is 1. Its HOMO energy is -8.68 eV.

Positions of all 12 atoms, in Å:
C: 0.07 -0.83 -0.02
C: 0.97 2.75 1.10
C: 0.09 1.25 -0.77
C: -0.56 -2.16 0.07
N: -0.43 -0.01 -0.85
O: -0.40 2.23 -1.27
F: -1.74 -2.33 -0.56
F: 0.24 -3.18 -0.39
F: -0.77 -2.56 1.31
S: 1.59 1.40 0.21
I: 2.10 3.50 2.71
H: -1.16 -0.05 -1.54

natural (NBO) atomic charge list, values in e, 4 entries:
1 C 0.10
2 C -0.46
3 C 0.52
4 C 0.86

[10]
C4H14N2S | the ωB97M-V functional and the def2-TZVPD basis

The energy above the lowest of the compared OMol25 structures with the same formula, charge and spin is 63.8 kcal/mol. Its charge is 0. The total energy is -668.38472 Ha. The multiplicity is 1. Its HOMO energy is -8.71 eV.

Positions of all 21 atoms, in Å:
C: 1.28 1.72 1.54
N: 0.51 0.49 1.65
C: 1.40 -0.64 1.94
H: 0.70 2.63 1.35
H: 1.81 1.93 2.48
H: 2.00 1.64 0.70
H: 0.11 0.34 0.72
H: -0.80 1.40 -0.41
H: 2.21 -0.79 1.22
H: 0.80 -1.56 1.85
H: 1.79 -0.55 2.95
C: -1.21 -1.22 -1.19
C: -0.36 -0.56 -2.27
S: 0.59 0.86 -1.61
N: -2.48 -0.53 -0.88
H: -0.65 -1.27 -0.25
H: -1.56 -2.23 -1.46
H: -1.02 -0.16 -3.05
H: 0.38 -1.24 -2.73
H: -3.16 -0.74 -1.61
H: -2.33 0.47 -0.95

natural (NBO) atomic charge list, values in e, 4 entries:
1 C -0.43
2 N -0.64
3 C -0.42
4 H 0.20